Entry 1:
{"formula": "C34H46N2OPReSi2", "method": "the ωB97M-V functional and the def2-TZVPD basis", "homo_energy_ev": [-17.046, -17.037], "e_tot_ev": -68181.5716, "lumo_ev": [-11.5, -11.1], "total_charge": 3, "e_above_lowest_kcal_mol": 0.00, "s2": 0.800, "multiplicity": 2, "symbols": ["Re", "N", "P", "C", "C", "C", "C", "C", "C", "C", "C", "C", "C", "C", "C", "C", "C", "C", "C", "C", "N", "H", "H", "H", "H", "H", "H", "H", "H", "H", "H", "H", "H", "H", "H", "H", "C", "Si", "C", "C", "C", "Si", "C", "C", "C", "H", "H", "H", "H", "H", "H", "H", "H", "H", "H", "H", "H", "H", "H", "H", "H", "H", "H", "H", "C", "C", "C", "C", "C", "C", "C", "O", "C", "C", "C", "H", "H", "H", "H", "H", "H", "H", "H", "H", "H", "H", "H"], "positions_angstrom": [[0.813, 0.229, 0.233], [2.171, -1.296, -2.170], [0.558, -0.797, -1.936], [0.043, -0.299, -3.606], [-0.453, 0.966, -3.898], [-0.852, 1.263, -5.188], [-0.738, 0.311, -6.188], [-0.243, -0.952, -5.900], [0.136, -1.269, -4.608], [-0.357, -2.324, -1.566], [-1.748, -2.207, -1.517], [-2.521, -3.302, -1.180], [-1.911, -4.518, -0.902], [-0.529, -4.636, -0.952], [0.257, -3.537, -1.259], [3.166, -0.928, -1.308], [4.501, -1.238, -1.587], [5.481, -0.884, -0.691], [5.116, -0.225, 0.486], [3.790, 0.059, 0.700], [2.820, -0.264, -0.180], [2.452, -1.730, -3.044], [-0.531, 1.715, -3.125], [-1.257, 2.236, -5.410], [-1.040, 0.563, -7.191], [-0.160, -1.688, -6.684], [0.478, -2.268, -4.381], [-2.209, -1.260, -1.768], [-3.596, -3.209, -1.155], [-2.514, -5.385, -0.676], [-0.063, -5.588, -0.750], [1.334, -3.632, -1.283], [4.742, -1.761, -2.498], [6.512, -1.125, -0.894], [5.866, 0.051, 1.210], [3.475, 0.556, 1.609], [1.203, 5.265, -0.825], [1.838, 3.525, -0.399], [2.814, 2.774, -1.878], [2.733, 3.411, 1.275], [0.353, 2.214, -0.364], [-1.229, 2.838, 0.658], [-2.258, 4.018, -0.411], [-0.686, 3.584, 2.316], [-2.148, 1.136, 0.840], [1.861, 5.733, -1.551], [1.196, 5.909, 0.048], [0.206, 5.272, -1.251], [3.875, 2.782, -1.657], [2.663, 3.371, -2.770], [2.507, 1.754, -2.094], [3.804, 3.308, 1.136], [2.390, 2.573, 1.874], [2.589, 4.316, 1.857], [0.016, 2.240, -1.403], [-2.106, 5.045, -0.099], [-3.319, 3.814, -0.297], [-2.044, 3.959, -1.474], [-0.389, 4.619, 2.178], [0.149, 3.063, 2.774], [-1.510, 3.598, 3.025], [-2.998, 1.090, 0.163], [-2.527, 1.002, 1.850], [-1.517, 0.255, 0.599], [-4.053, -4.080, 2.903], [-2.974, -3.083, 3.058], [-1.744, -3.221, 2.394], [-0.741, -2.289, 2.525], [0.616, -2.567, 1.954], [-0.978, -1.113, 3.301], [-0.129, 0.024, 3.229], [0.697, 0.295, 2.331], [-2.169, -1.028, 4.093], [-2.401, 0.081, 5.061], [-3.132, -2.001, 3.933], [-3.785, -4.876, 2.213], [-4.978, -3.606, 2.564], [-4.291, -4.513, 3.879], [-1.576, -4.100, 1.790], [0.695, -3.623, 1.707], [1.390, -2.316, 2.682], [0.821, -2.015, 1.025], [-0.281, 0.782, 4.007], [-2.471, 1.053, 4.579], [-1.598, 0.119, 5.794], [-3.330, -0.079, 5.598], [-4.040, -1.937, 4.512]], "lowdin_charge": [1.3759, -0.0719, 0.9573, -0.3293, -0.0804, -0.0370, -0.0189, -0.0283, -0.0748, -0.3717, -0.0864, -0.0433, -0.0495, -0.0519, -0.0931, -0.3454, 0.0376, 0.0245, -0.0009, -0.0965, -0.0687, 0.1376, 0.0776, 0.1226, 0.1281, 0.1274, 0.1141, 0.1122, 0.1234, 0.1257, 0.1260, 0.1107, 0.1361, 0.1409, 0.1332, 0.1133, -0.1372, 0.5530, -0.1567, -0.1657, -0.4435, 0.5644, -0.1431, -0.1461, -0.1461, 0.0479, 0.0428, 0.0224, 0.0366, 0.0427, -0.0128, 0.0387, -0.0062, 0.0454, -0.0205, 0.0451, 0.0476, 0.0371, 0.0451, 0.0164, 0.0469, 0.0532, 0.0353, -0.0237, -0.0061, -0.1896, 0.0314, -0.1763, -0.0190, -0.1189, -0.1322, -0.1671, -0.1755, -0.0144, 0.0383, 0.0868, 0.1098, 0.1155, 0.1148, 0.1021, 0.1120, 0.0090, 0.1492, 0.0863, 0.1092, 0.0997, 0.1398]}

---

Entry 2:
{"formula": "C34H47As2N5O2RuS", "method": "the ωB97M-V functional and the def2-TZVPD basis", "homo_energy_ev": [-3.333, -3.704], "e_tot_ev": -182658.3751, "lumo_ev": [2.7, 2.7], "total_charge": -1, "e_above_lowest_kcal_mol": 29.12, "s2": 1.131, "multiplicity": 2, "symbols": ["Ru", "C", "As", "C", "C", "C", "C", "C", "C", "C", "As", "C", "C", "H", "H", "H", "H", "H", "H", "H", "H", "H", "H", "H", "H", "H", "H", "H", "H", "N", "C", "C", "C", "C", "C", "C", "S", "O", "O", "N", "C", "N", "C", "C", "C", "N", "H", "H", "H", "H", "H", "H", "H", "H", "H", "C", "C", "C", "C", "C", "H", "H", "H", "H", "H", "H", "H", "H", "H", "H", "C", "N", "C", "C", "C", "C", "C", "C", "C", "C", "H", "H", "H", "H", "H", "H", "H", "H", "H", "H", "H", "H"], "positions_angstrom": [[-0.023, 0.238, 0.592], [-4.520, -1.010, 0.055], [-2.607, -0.846, 0.531], [-3.014, 0.646, 1.755], [-2.600, -2.383, 1.786], [-3.761, -2.856, 2.394], [-3.792, -4.057, 3.087], [-2.639, -4.822, 3.172], [-1.469, -4.346, 2.601], [-1.428, -3.130, 1.920], [0.262, -2.441, 1.185], [1.516, -3.666, 2.123], [0.192, -3.499, -0.463], [-5.143, -0.813, 0.926], [-4.746, -1.998, -0.346], [-4.724, -0.265, -0.710], [-3.718, 0.348, 2.537], [-3.459, 1.426, 1.134], [-2.103, 1.033, 2.197], [-4.674, -2.278, 2.325], [-4.710, -4.396, 3.551], [-2.652, -5.780, 3.678], [-0.572, -4.948, 2.684], [1.505, -4.646, 1.651], [1.254, -3.745, 3.176], [2.519, -3.247, 2.049], [0.030, -4.551, -0.224], [1.114, -3.388, -1.033], [-0.638, -3.135, -1.064], [-1.051, 3.003, -7.689], [-1.330, 2.702, -6.352], [-1.293, 1.384, -5.904], [-1.619, 1.083, -4.591], [-1.991, 2.094, -3.720], [-2.065, 3.407, -4.165], [-1.724, 3.711, -5.469], [-2.526, 1.637, -2.078], [-3.617, 2.515, -1.720], [-2.881, 0.238, -2.214], [-1.349, 1.684, -0.975], [-0.481, 2.699, -0.913], [-0.490, 3.722, -1.790], [0.490, 4.600, -1.705], [1.497, 4.513, -0.761], [1.391, 3.474, 0.148], [0.424, 2.576, 0.103], [-0.483, 2.324, -8.167], [-0.762, 3.952, -7.858], [-1.014, 0.595, -6.593], [-1.604, 0.064, -4.234], [-2.387, 4.174, -3.477], [-1.768, 4.737, -5.818], [0.465, 5.404, -2.438], [2.306, 5.227, -0.716], [2.099, 3.363, 0.964], [1.810, 1.047, 4.540], [0.552, 0.397, 3.927], [-0.664, 0.848, 4.749], [0.689, -1.116, 4.050], [0.389, 0.857, 2.499], [1.963, 0.704, 5.570], [1.707, 2.135, 4.554], [2.694, 0.791, 3.952], [-0.540, 0.569, 5.800], [-1.574, 0.383, 4.368], [-0.784, 1.933, 4.693], [0.813, -1.417, 5.095], [1.551, -1.462, 3.476], [-0.201, -1.605, 3.650], [0.309, 1.953, 2.487], [3.958, -1.327, 0.832], [4.395, -0.083, 0.226], [5.123, 0.724, 1.183], [3.249, 0.671, -0.294], [2.450, -0.079, -1.338], [3.095, -0.493, -2.504], [2.389, -1.110, -3.524], [1.017, -1.283, -3.396], [0.378, -0.901, -2.222], [1.075, -0.320, -1.152], [4.825, -1.859, 1.232], [3.480, -1.949, 0.074], [3.223, -1.153, 1.637], [6.004, 0.180, 1.530], [4.509, 0.996, 2.059], [5.457, 1.645, 0.699], [3.643, 1.592, -0.739], [2.564, 0.940, 0.523], [4.165, -0.330, -2.600], [2.896, -1.438, -4.425], [0.447, -1.721, -4.209], [-0.695, -1.044, -2.142]], "lowdin_charge": [0.7594, -0.2975, 1.1467, -0.3106, -0.4003, -0.1193, -0.0981, -0.1001, -0.1228, -0.4232, 1.1578, -0.2832, -0.2917, 0.0123, 0.0287, 0.0059, 0.0224, 0.0209, -0.0382, 0.0823, 0.0955, 0.0949, 0.0806, 0.0238, 0.0199, -0.0010, 0.0228, 0.0256, 0.0149, 0.0795, -0.3312, -0.0338, -0.0551, -0.2788, -0.0798, -0.0392, 0.5788, -0.3244, -0.4058, -0.1430, -0.4631, 0.1238, -0.1409, -0.0774, -0.1513, 0.0584, 0.0787, 0.0776, 0.1056, 0.0967, 0.1034, 0.1030, 0.1051, 0.0861, 0.1094, -0.0811, -0.7036, -0.0743, -0.1172, -0.1932, 0.0723, 0.0737, 0.0608, 0.0772, 0.0677, 0.0802, 0.0859, 0.0386, 0.0432, 0.0095, -0.1169, -0.2579, -0.1223, -0.2072, -0.2670, -0.0721, -0.1215, -0.1250, -0.1874, -0.2471, 0.0826, 0.0781, 0.0644, 0.0758, 0.0761, 0.0783, 0.1176, 0.0684, 0.1024, 0.0840, 0.0909, 0.0552]}

---

Entry 3:
{"formula": "C34H47B2Cl2NO6PSi", "method": "the ωB97M-V functional and the def2-TZVPD basis", "homo_energy_ev": -4.259, "e_tot_ev": -93362.9270, "lumo_ev": 2.1, "total_charge": -1, "symbols": ["C", "B", "O", "C", "O", "B", "C", "C", "O", "C", "C", "C", "C", "C", "C", "P", "O", "Cl", "O", "C", "C", "C", "C", "C", "C", "C", "C", "C", "Si", "C", "C", "C", "C", "C", "C", "C", "C", "C", "C", "O", "Cl", "H", "H", "H", "H", "H", "H", "H", "H", "H", "H", "H", "H", "H", "H", "H", "H", "H", "H", "H", "H", "H", "H", "H", "H", "H", "H", "H", "H", "H", "H", "H", "H", "H", "H", "H", "H", "H", "H", "H", "H", "H", "H", "N", "C", "C", "C", "C", "C", "H", "H", "H", "H", "H"], "positions_angstrom": [[-5.985, -2.753, 0.805], [-5.452, -1.827, -0.414], [-6.359, -0.835, -0.905], [-3.947, -2.072, -0.926], [-3.700, -3.483, -0.930], [-2.532, -3.631, -1.867], [-2.668, -5.206, -2.325], [-1.321, -5.950, -2.570], [-0.832, -6.077, -3.680], [-0.614, -6.589, -1.315], [0.817, -6.512, -1.062], [1.431, -7.088, 0.133], [0.554, -7.758, 1.094], [-0.873, -7.868, 0.826], [-1.489, -7.298, -0.369], [-1.066, -3.037, -0.728], [0.463, -3.413, -1.420], [-1.239, -4.136, 1.093], [-2.901, -2.699, -2.926], [-3.471, -1.512, -2.359], [-2.566, -0.218, -2.246], [-1.187, -0.320, -3.007], [0.047, 0.282, -2.175], [0.407, 1.745, -2.624], [1.856, 2.203, -2.128], [1.798, 2.862, -0.692], [2.119, 4.407, -0.647], [3.213, 4.829, 0.411], [2.712, 4.629, 2.238], [1.335, 3.359, 2.566], [4.273, 3.965, 3.163], [2.142, 6.268, 3.064], [2.063, 7.561, 2.390], [1.555, 8.698, 3.191], [1.134, 8.566, 4.580], [1.242, 7.264, 5.270], [1.740, 6.145, 4.490], [-4.603, -1.177, -3.444], [-4.021, -0.838, -4.850], [-3.615, -1.618, -5.639], [-4.024, 0.946, -5.318], [-5.741, -3.833, 0.629], [-7.072, -2.577, 1.014], [-5.430, -2.380, 1.721], [-6.886, -1.263, -1.604], [-3.344, -1.473, -0.164], [-3.231, -5.203, -3.305], [-3.284, -5.753, -1.569], [1.435, -5.987, -1.833], [2.533, -6.960, 0.271], [1.014, -8.181, 2.016], [-1.512, -8.393, 1.578], [-2.583, -7.405, -0.541], [0.650, -2.826, -2.171], [-2.361, 0.094, -1.190], [-3.132, 0.633, -2.722], [-0.883, -1.358, -3.291], [-1.213, 0.277, -3.967], [0.943, -0.375, -2.384], [-0.172, 0.174, -1.079], [-0.379, 2.430, -2.213], [0.435, 1.736, -3.753], [2.429, 1.234, -2.005], [2.393, 2.813, -2.897], [0.731, 2.748, -0.333], [2.413, 2.257, 0.036], [1.188, 5.037, -0.549], [2.540, 4.678, -1.663], [4.207, 4.316, 0.247], [3.428, 5.927, 0.224], [1.072, 3.390, 3.657], [0.436, 3.637, 1.944], [1.654, 2.320, 2.292], [5.016, 4.780, 3.342], [3.928, 3.520, 4.143], [4.683, 3.130, 2.521], [2.375, 7.655, 1.329], [1.448, 9.704, 2.714], [0.744, 9.424, 5.175], [0.955, 7.137, 6.341], [1.821, 5.149, 4.997], [-5.388, -1.986, -3.468], [-5.139, -0.257, -3.075], [3.886, -0.193, 0.385], [4.914, -0.209, 1.242], [4.818, -0.647, 2.553], [3.586, -1.091, 3.008], [2.505, -1.083, 2.141], [2.707, -0.628, 0.847], [5.856, 0.151, 0.841], [5.685, -0.639, 3.201], [3.469, -1.440, 4.027], [1.528, -1.421, 2.460], [1.892, -0.607, 0.131]], "lowdin_charge": [-0.0191, -0.3534, 0.0572, -0.2012, -0.0904, -1.0088, -0.0147, -0.3584, 0.0505, -0.1404, -0.0432, -0.0795, -0.1051, -0.1049, -0.0471, 0.7238, -0.3976, 0.1777, -0.0085, -0.3496, -0.1117, -0.1729, -0.2256, -0.2055, -0.1903, -0.2184, -0.2497, -0.2696, 0.5746, -0.1834, -0.1938, -0.2350, -0.0766, -0.0926, -0.0957, -0.0836, -0.1007, -0.0827, -0.7096, 0.0787, 0.5504, 0.0689, 0.0544, 0.0797, 0.0990, 0.1351, 0.1236, 0.0928, 0.1093, 0.0927, 0.0851, 0.0895, 0.1027, 0.0275, 0.1095, 0.0866, 0.0996, 0.0978, 0.0991, 0.0920, 0.1110, 0.1081, 0.0941, 0.0989, 0.0988, 0.0861, 0.1097, 0.0976, 0.0847, 0.0661, 0.0303, 0.0454, 0.0309, 0.0308, 0.0324, 0.0278, 0.0843, 0.0896, 0.0893, 0.0938, 0.0885, 0.1444, 0.1013, 0.0594, -0.1669, -0.0856, -0.0835, -0.0588, -0.1435, 0.0978, 0.0960, 0.1030, 0.1076, 0.0918]}